The following is a quantum chemistry calculation of a molecular structure, C21H18Cl2F6N2O4PS2V at a distorted geometry, from the OMol25 dataset.

Net charge: +3
2S+1: 2
Energy above the lowest of the compared OMol25 structures with the same formula, charge and spin, kcal/mol: 0.0
Calculated total energy, eV: -131205.189

Geometry as XYZ:
```
57
Properties=species:S:1:pos:R:3:forces:R:3
V 0.687 1.240 -0.344 1.054 -1.160 0.190
N 0.208 1.588 1.658 0.063 -0.043 0.008
C -0.456 0.485 2.385 0.024 0.016 0.061
C -0.527 0.538 3.764 0.010 -0.013 -0.039
C -1.123 -0.517 4.444 0.006 0.019 0.014
C -1.629 -1.609 3.751 -0.029 -0.020 0.048
C -1.556 -1.653 2.369 0.029 -0.037 -0.050
C -0.969 -0.592 1.673 -0.031 -0.103 0.042
P -0.935 -0.596 -0.114 0.143 0.071 -0.062
C -0.451 -2.125 -0.871 -0.159 -0.044 -0.006
C -1.488 -3.052 -1.071 0.011 -0.013 -0.030
C -1.190 -4.309 -1.568 -0.007 0.006 -0.045
C 0.119 -4.634 -1.901 -0.023 0.006 0.010
C 1.142 -3.709 -1.723 0.019 0.035 -0.003
C 0.864 -2.457 -1.203 0.002 -0.095 0.023
C -2.476 -0.030 -0.785 -0.006 0.049 0.093
C -3.429 0.576 0.045 0.034 0.025 0.025
C -4.617 1.032 -0.500 -0.009 0.004 -0.041
C -4.853 0.892 -1.864 -0.026 0.039 0.027
C -3.906 0.295 -2.694 0.016 -0.027 -0.022
C -2.716 -0.169 -2.162 0.032 0.025 -0.043
H 1.120 1.749 2.105 -0.028 0.029 0.021
H -0.297 2.458 1.833 -0.082 0.049 -0.040
H -0.116 1.378 4.312 -0.010 -0.012 -0.006
H -1.184 -0.487 5.524 0.009 0.002 0.001
H -2.083 -2.430 4.290 0.005 0.010 -0.008
H -1.947 -2.511 1.836 0.009 0.019 -0.009
H -2.518 -2.800 -0.845 0.010 0.009 0.022
H -1.985 -5.029 -1.711 0.012 -0.001 0.000
H 0.343 -5.609 -2.313 0.002 -0.013 0.020
H 2.157 -3.966 -1.995 -0.013 -0.002 -0.007
H 1.669 -1.752 -1.075 0.060 0.086 0.047
H -3.259 0.664 1.112 0.004 -0.012 -0.009
H -5.365 1.485 0.136 -0.008 -0.021 0.004
H -5.790 1.237 -2.284 0.013 0.005 0.003
H -4.110 0.171 -3.749 -0.007 -0.007 0.015
H -1.997 -0.670 -2.801 0.002 -0.006 0.014
Cl 0.630 1.279 -2.809 0.044 -0.107 0.027
C -0.498 2.665 -2.768 -0.021 0.100 0.114
Cl -0.837 3.020 -1.033 -0.231 0.367 -0.118
H -1.433 2.377 -3.232 -0.038 0.015 -0.079
H -0.008 3.534 -3.192 -0.019 0.039 -0.115
F 5.807 -0.192 0.136 0.134 -0.120 0.007
C 4.700 -0.863 0.136 -0.150 0.256 0.075
F 4.196 -1.009 -1.058 0.027 -0.125 0.006
F 4.763 -1.975 0.799 0.042 -0.027 -0.094
S 3.449 0.245 1.182 -0.019 0.196 -0.218
O 2.109 0.370 -0.036 -0.864 0.693 0.027
O 2.848 -0.501 2.223 -0.011 0.132 -0.024
N 3.853 1.669 1.425 -0.043 -0.219 0.048
S 4.414 2.668 0.202 -0.072 -0.189 0.011
O 4.299 1.952 -1.028 -0.014 0.107 -0.071
O 5.567 3.336 0.639 0.025 0.099 0.079
C 2.984 3.895 0.204 0.301 -0.070 0.246
F 2.233 3.779 1.305 -0.048 0.004 0.075
F 2.171 3.568 -0.836 -0.190 -0.119 -0.116
F 3.414 5.105 0.076 0.017 0.094 -0.147
```
Forces are in eV/Å.



The following is a quantum chemistry calculation of a molecular structure, C21H18Cl5I2N3O2Ti, from the OMol25 dataset.

Net charge: +2
2S+1: 1
Calculated total energy, eV: -132552.413

Geometry as XYZ:
```
52
Properties=species:S:1:pos:R:3:forces:R:3
Ti -0.953 0.581 0.563 0.227 0.033 0.127
Cl -2.717 7.507 0.923 0.008 -0.016 0.001
C -2.035 5.950 1.042 -0.015 0.004 -0.010
C -0.748 5.778 1.570 -0.007 0.010 0.007
Cl 0.145 7.130 2.093 0.001 -0.003 -0.003
C -0.186 4.503 1.676 -0.030 -0.039 0.034
Cl 1.381 4.246 2.311 0.038 0.008 0.015
C -0.919 3.405 1.254 -0.140 0.183 0.043
O -0.452 2.142 1.343 -0.114 -0.598 -0.287
C -2.180 3.599 0.717 0.093 -0.018 0.038
Cl -2.976 2.132 0.187 0.075 -0.080 -0.051
C -2.768 4.842 0.602 -0.001 0.062 0.013
Cl -4.332 4.999 -0.060 -0.011 -0.010 -0.009
I -0.381 -3.079 3.996 -0.004 0.004 -0.003
C -1.479 -3.071 2.249 0.047 0.061 -0.069
C -2.174 -4.233 1.829 0.002 -0.063 0.045
C -2.909 -4.268 0.675 -0.041 -0.056 -0.029
I -3.883 -6.026 0.143 0.023 0.041 0.023
C -2.995 -3.105 -0.149 0.017 0.069 -0.010
C -3.709 -2.986 -1.355 0.010 0.035 -0.007
C -3.699 -1.798 -2.054 -0.039 -0.053 -0.022
C -2.986 -0.713 -1.557 0.029 0.019 0.065
N -2.299 -0.778 -0.418 0.105 0.058 0.031
C -2.300 -1.961 0.282 -0.127 0.057 -0.093
C -1.548 -1.953 1.465 -0.059 -0.102 0.192
O -0.949 -0.759 1.753 0.089 0.354 -0.233
H -2.113 -5.115 2.452 -0.004 0.002 -0.004
H -4.268 -3.835 -1.729 0.003 -0.002 -0.001
H -4.242 -1.694 -2.982 -0.002 -0.001 0.004
H -2.966 0.230 -2.090 0.001 -0.001 -0.005
C 3.489 1.158 0.703 0.008 -0.028 -0.002
C 3.385 0.964 -0.806 0.030 0.051 0.024
N 2.749 -0.314 -1.192 -0.047 0.059 0.016
C 3.663 -1.336 -1.748 0.061 -0.052 -0.006
C 4.539 -1.971 -0.682 -0.021 0.020 0.010
C 1.469 -0.527 -1.024 0.026 -0.065 -0.132
C 0.881 -1.866 -1.339 -0.021 0.018 -0.001
N 0.647 0.457 -0.598 -0.117 0.028 0.426
H 4.066 2.058 0.906 -0.006 0.012 -0.010
H 4.002 0.316 1.165 -0.004 0.014 0.004
H 2.519 1.274 1.189 0.009 -0.005 0.008
H 4.378 0.952 -1.248 -0.002 -0.010 -0.003
H 2.854 1.789 -1.290 0.003 -0.012 -0.019
H 4.270 -0.829 -2.498 -0.017 0.013 0.001
H 3.081 -2.086 -2.273 -0.019 0.002 -0.001
H 5.190 -1.239 -0.204 -0.004 -0.001 0.003
H 5.176 -2.724 -1.143 -0.003 -0.002 -0.004
H 3.938 -2.458 0.088 0.009 0.000 0.004
H 0.910 -2.042 -2.416 0.000 0.000 0.000
H -0.155 -1.907 -1.024 0.006 0.004 0.006
H 1.434 -2.666 -0.849 0.005 0.006 0.006
H 1.155 1.327 -0.449 -0.071 -0.009 -0.129
```
Forces are in eV/Å.



The following is a quantum chemistry calculation of 2 unconnected molecules or ions with the total composition C21H18ClNO5S at a distorted geometry, from the OMol25 dataset.

Net charge: 0
2S+1: 1
Energy above the lowest of the compared OMol25 structures with the same formula, charge and spin, kcal/mol: 189.5
Calculated total energy, eV: -57145.982

Geometry as XYZ:
```
47
Properties=species:S:1:pos:R:3:forces:R:3
O 3.053 -2.276 -3.115 -1.793 -1.041 0.923
N 2.036 -2.880 -2.701 0.622 0.023 -3.655
O 1.240 -3.460 -3.474 1.350 1.004 1.580
C 1.776 -2.901 -1.311 -0.463 0.234 2.478
C 0.614 -3.524 -0.816 0.395 0.156 0.143
C 0.347 -3.499 0.559 0.307 0.182 -0.143
C 1.236 -2.853 1.434 -0.019 0.533 -0.554
S 0.865 -2.633 3.191 0.771 0.114 -0.892
C 0.149 -1.068 3.226 0.069 -0.767 -1.533
Cl -0.710 -0.696 4.586 -0.711 0.592 1.294
O -0.081 -3.682 3.487 0.062 0.363 0.524
O 2.153 -2.582 3.857 -0.321 -0.425 -0.008
C 2.396 -2.249 0.939 -0.185 -0.031 -0.347
C 2.662 -2.247 -0.433 -0.355 -0.353 -0.059
H -0.070 -4.000 -1.514 0.195 0.077 0.197
H -0.551 -3.976 0.946 0.210 0.172 -0.014
H 0.390 -0.287 2.514 -0.083 -0.305 -0.197
H 3.084 -1.764 1.627 -0.155 -0.079 -0.090
H 3.539 -1.742 -0.827 -0.154 -0.196 0.028
C -3.852 5.034 3.683 0.147 -0.218 -0.312
O -3.599 4.299 2.466 0.573 -0.056 0.067
C -2.379 3.762 2.224 -0.051 -0.361 0.293
C -2.231 3.040 1.010 -0.187 0.358 0.430
C -1.061 2.377 0.743 0.056 -0.262 0.359
C 0.034 2.361 1.670 -0.134 0.310 -0.273
C 1.135 1.512 1.366 0.234 1.094 -0.351
C 2.462 1.516 1.907 1.138 -0.059 0.226
C 3.525 1.030 1.082 -0.660 -0.051 0.113
C 4.814 0.888 1.558 0.173 0.145 0.326
C 5.130 1.334 2.850 -0.320 -0.061 -0.226
C 4.139 1.921 3.642 0.079 -0.114 -0.103
C 2.827 1.978 3.197 -0.064 -0.036 -0.221
C -0.075 3.259 2.777 -0.313 -0.240 0.033
C -1.279 3.863 3.106 -0.211 0.051 -0.391
H -4.891 5.353 3.582 0.206 -0.016 0.126
H -3.739 4.397 4.570 -0.007 0.070 -0.264
H -3.198 5.912 3.771 -0.113 -0.216 -0.110
H -3.080 3.000 0.333 0.194 0.079 0.034
H -0.944 1.863 -0.211 -0.115 -0.100 0.323
H 1.057 1.010 0.395 -0.104 -0.081 0.426
H 3.303 0.770 0.046 -0.016 -0.124 0.297
H 5.582 0.419 0.938 -0.251 0.289 0.147
H 6.135 1.214 3.233 -0.037 0.059 -0.025
H 4.393 2.312 4.629 -0.111 -0.209 -0.269
H 2.069 2.360 3.869 0.192 -0.244 -0.011
H 0.793 3.515 3.370 -0.254 -0.282 0.056
H -1.388 4.409 4.043 0.213 0.025 -0.377
```
Forces are in eV/Å.



The following is a quantum chemistry calculation of a single C21H18F2N4O4S molecule at a distorted geometry, from the OMol25 dataset.

Net charge: 0
2S+1: 1
Energy above the lowest of the compared OMol25 structures with the same formula, charge and spin, kcal/mol: 0.0
SMILES: C[C@H](c1ccccc1CN)n1c(=O)oc2cc(S(=O)(=O)Nc3cccc(F)n3)c(F)cc21
Calculated total energy, eV: -52489.319

Geometry as XYZ:
```
50
Properties=species:S:1:pos:R:3:forces:R:3
O 4.150 -1.046 0.315 -0.612 -0.937 -0.395
O -2.304 -4.780 -0.935 0.459 2.060 -0.098
O -2.985 -3.638 -2.963 0.693 1.600 1.767
F -2.958 0.714 2.102 0.070 -0.628 -0.472
F -2.312 -0.585 -2.398 0.816 -0.452 0.577
N -3.351 -1.051 0.678 0.621 0.801 1.025
O 2.274 -2.326 0.027 0.548 0.500 -0.080
C 3.033 -1.207 -0.100 1.049 2.811 0.640
C -2.919 -0.612 1.851 -0.369 -1.239 -0.208
C -3.338 -2.380 0.493 0.313 1.118 4.557
C -2.486 -1.464 2.865 0.356 1.760 1.164
C -2.992 -3.297 1.502 -0.228 -0.171 -0.330
C -2.552 -2.819 2.731 -0.009 -0.776 -1.032
C -0.019 4.369 -0.372 -0.341 0.724 -0.033
C 0.468 4.217 -1.657 0.938 -1.227 -0.005
C -0.112 -0.194 -1.562 -0.625 -0.295 -0.005
C 0.356 3.550 0.692 -0.349 0.764 -1.703
C 1.348 3.147 -1.892 -0.039 -0.425 1.303
C 0.008 -2.868 -0.661 0.475 -0.687 0.147
C -1.207 -1.044 -1.756 0.811 -0.371 0.234
C 1.063 -1.997 -0.482 -1.880 -1.221 -0.338
C 1.006 -0.688 -0.904 -0.432 0.063 -0.602
C 1.222 2.498 0.508 1.137 -0.131 -1.249
C 1.709 2.254 -0.825 -1.040 1.429 -0.302
C -1.122 -2.383 -1.315 -1.436 0.202 -0.644
N 0.337 0.985 2.165 0.287 -1.218 -0.072
N 2.229 -0.133 -0.649 0.848 -1.621 0.613
N -3.794 -2.767 -0.699 0.072 -1.126 -3.537
C 1.535 1.704 1.761 -0.026 -0.297 -0.460
C 4.083 1.620 -0.765 0.608 -1.250 -1.112
C 2.668 1.154 -1.204 0.800 0.575 0.760
S -2.558 -3.487 -1.574 -0.108 -3.851 -1.673
H -2.124 -1.014 3.783 -0.055 0.016 -0.070
H -3.094 -4.361 1.324 0.032 0.214 -0.134
H -2.251 -3.529 3.511 -0.168 0.545 -0.258
H -0.685 5.212 -0.212 -0.058 -0.175 0.256
H 0.196 4.871 -2.474 -0.070 0.086 0.151
H -0.109 0.817 -1.899 -0.284 0.487 -0.261
H -0.095 3.761 1.629 -0.089 0.038 0.890
H 1.791 3.007 -2.886 -0.261 -0.103 0.392
H 0.099 -3.929 -0.358 -0.298 0.823 -0.229
H -0.070 0.486 1.361 -0.004 0.524 0.698
H -0.320 1.620 2.583 -0.422 -0.043 -0.187
H -4.042 -1.953 -1.237 -0.576 0.447 -0.281
H 2.384 1.024 1.617 -0.273 0.062 0.101
H 1.790 2.366 2.592 0.140 0.094 -0.244
H 4.174 1.740 0.296 -0.132 0.076 0.587
H 4.376 2.561 -1.252 -0.528 -0.237 0.051
H 4.829 0.858 -1.069 -0.321 0.452 0.224
H 2.669 1.017 -2.285 -0.040 0.209 -0.121
```
Forces are in eV/Å.



The following is a quantum chemistry calculation of a single C21H18F3N3O3 molecule at a distorted geometry, from the OMol25 dataset.

Net charge: 0
2S+1: 1
Energy above the lowest of the compared OMol25 structures with the same formula, charge and spin, kcal/mol: 4.5
SMILES: O=C(CCc1c(-c2ccc(F)cc2)[nH]c2c(F)cc(F)cc12)N[C@@H]1C(=O)NC[C@H]1O
Calculated total energy, eV: -40835.047

Geometry as XYZ:
```
48
Properties=species:S:1:pos:R:3:forces:R:3
O -0.677 2.482 -1.573 -0.170 0.018 0.316
O -2.814 -2.078 -2.381 -2.102 1.194 0.948
F 5.782 2.591 0.566 -0.218 0.082 -0.125
F -4.402 -2.222 2.900 0.932 0.152 -0.349
F -0.124 -4.094 1.855 -0.364 0.942 -0.012
O 0.825 0.790 -3.252 0.068 -0.972 -0.027
C -1.359 1.786 -0.823 0.556 -0.549 -0.882
C -1.917 -1.443 -2.871 0.448 -2.398 1.191
C 0.857 0.071 1.251 -2.239 -0.859 0.910
C -0.382 0.560 1.589 -0.296 0.239 0.592
C 3.722 2.394 1.757 0.378 0.130 -0.132
C 4.076 1.131 -0.306 -0.373 0.849 1.856
C -2.282 -3.182 2.370 0.780 0.279 0.153
C 2.496 1.729 1.941 1.427 1.226 0.094
C 2.831 0.516 -0.098 1.531 0.555 -0.277
C -2.598 -0.760 2.239 -1.017 -0.528 0.203
C 4.555 2.069 0.666 -1.923 -1.361 -0.249
C -3.108 -2.053 2.504 1.278 1.292 -0.526
C -0.933 -2.999 1.976 -1.695 -0.312 0.571
C 2.077 0.788 1.017 0.036 0.200 0.360
C -1.238 -0.589 1.888 -1.047 1.082 0.224
C -0.449 -1.700 1.750 0.912 -2.326 -0.475
N 0.791 -1.320 1.312 2.157 -0.339 -0.426
N -1.042 -2.203 -3.607 0.875 1.342 -0.366
N -1.643 0.480 -1.208 -1.244 -0.055 0.777
C -1.818 2.351 0.539 0.175 -1.187 0.032
C -0.787 2.023 1.673 0.002 -0.952 -1.059
C 0.283 -1.596 -3.622 0.255 0.431 -0.948
C -1.353 -0.054 -2.549 0.074 -0.201 0.184
C 0.136 -0.361 -2.724 0.599 2.011 -0.579
H 0.541 1.575 -2.744 -0.146 -0.316 -0.008
H 4.015 3.167 2.495 0.035 -0.644 -0.617
H 4.641 0.850 -1.156 0.646 0.012 -0.616
H -2.714 -4.137 2.674 0.467 0.094 -0.368
H 1.950 2.029 2.839 -0.143 -0.500 -0.421
H 2.465 -0.203 -0.808 0.020 -0.121 -0.288
H -3.290 0.085 2.266 0.243 -0.210 0.205
H 1.641 -1.916 1.225 -1.382 0.699 0.244
H -1.211 -3.202 -3.498 0.232 0.541 -0.203
H -2.224 -0.106 -0.596 0.365 0.416 -0.442
H -1.922 3.415 0.425 -0.015 0.402 -0.179
H -2.796 1.937 0.777 -0.088 -0.069 0.125
H -1.143 2.261 2.675 -0.382 0.046 -0.124
H 0.098 2.630 1.516 0.120 0.148 -0.133
H 1.012 -2.259 -3.166 0.213 -0.158 -0.284
H 0.605 -1.285 -4.649 -0.158 -0.328 0.841
H -1.725 0.637 -3.307 0.306 0.159 -0.092
H 0.552 -0.587 -1.747 -0.129 -0.157 0.382
```
Forces are in eV/Å.



The following is a quantum chemistry calculation of a molecular structure, C21H18I2N5O2SZn at a distorted geometry, from the OMol25 dataset.

Net charge: -1
2S+1: 1
Calculated total energy, eV: -109071.784

Geometry as XYZ:
```
50
Properties=species:S:1:pos:R:3:forces:R:3
Zn -0.494 -0.719 -0.304 -0.387 0.548 -1.858
N -1.617 -4.824 -1.182 -1.064 -0.719 -0.017
C -1.066 -3.602 -1.179 3.315 0.297 -0.057
S -2.050 -2.228 -0.985 -1.313 -0.219 -0.066
N 0.285 -3.583 -1.319 -3.121 -1.787 0.653
N 0.744 -2.339 -1.314 2.172 1.074 -1.354
C 1.930 -2.235 -1.845 -1.031 0.752 1.064
C 2.529 -0.979 -2.206 1.185 0.077 1.052
C 3.966 -0.878 -2.199 -1.412 0.488 -0.503
C 4.513 0.237 -2.820 -0.118 -0.392 0.277
C 3.665 1.166 -3.469 0.489 0.494 -0.242
C 2.289 1.130 -3.372 0.702 -0.268 0.373
C 1.676 0.136 -2.536 0.223 -0.211 -0.799
O 0.438 0.192 -2.247 -0.339 0.073 0.463
H -2.602 -4.885 -0.972 0.316 -0.194 -0.106
H -1.043 -5.645 -1.299 -0.080 0.277 0.069
H 2.492 -3.131 -2.054 0.047 -0.511 -0.205
H 4.584 -1.659 -1.692 -0.587 0.669 -0.683
H 5.581 0.361 -2.800 0.261 0.214 -0.213
H 4.129 1.973 -4.069 -0.249 -0.507 0.421
H 1.681 1.866 -3.890 -0.056 -0.094 0.207
I -6.054 4.489 1.978 -0.017 0.400 -0.269
C -4.769 2.981 1.360 1.309 -0.475 -0.359
C -5.016 1.730 1.897 0.046 0.124 -0.242
C -4.145 0.681 1.732 0.287 0.017 -0.054
I -4.793 -1.199 2.403 0.319 0.088 0.004
C -2.857 0.816 1.131 -0.872 1.000 -0.588
O -2.024 -0.132 1.142 0.517 -0.239 0.072
C -2.657 2.119 0.474 -0.692 -0.628 1.448
C -1.420 2.420 -0.289 -0.253 1.081 -0.853
N -0.289 1.585 0.030 0.434 -0.015 -0.024
C 0.217 1.750 1.388 -0.938 -0.270 -0.316
C 0.832 0.469 1.851 1.775 -0.605 0.896
C 1.495 0.472 3.089 0.127 -0.441 -0.071
C 2.151 -0.667 3.540 -0.455 0.029 0.563
C 2.135 -1.815 2.741 0.433 0.022 0.200
C 1.455 -1.765 1.552 0.094 0.285 -1.400
N 0.864 -0.632 1.093 0.329 -0.088 1.583
C -3.569 3.157 0.616 -1.264 -0.511 0.670
H -5.910 1.553 2.446 -0.598 -0.036 0.320
H -1.175 3.491 -0.120 -0.028 -0.232 -0.027
H -1.680 2.371 -1.364 0.608 -0.392 0.281
H 0.442 1.788 -0.636 0.146 -0.229 -0.245
H -0.628 1.913 2.086 0.270 0.207 -0.452
H 0.927 2.593 1.484 -0.194 -0.340 0.067
H 1.504 1.386 3.667 -0.054 0.000 0.130
H 2.576 -0.697 4.563 -0.020 0.135 -0.920
H 2.718 -2.706 2.980 -0.410 0.230 0.160
H 1.444 -2.599 0.815 -0.081 0.609 0.870
H -3.403 4.093 0.105 0.226 0.214 0.080
```
Forces are in eV/Å.